Entry 1:
# C26H28MoN6O9S

C26H28MoN6O9S as an isolated structure (wB97M-V/def2-TZVPD, the Open Molecules 2025 dataset).

Geometry as ORCA input:
```
! wB97M-V def2-TZVPD RIJCOSX def2/J DEFGRID3
* xyz 0 3
O -4.1644 1.6780 -0.8984
C -3.6175 0.7100 3.0698
H -5.2807 1.2979 -3.2986
N 0.0776 -1.9469 1.0920
C -2.8342 0.0308 1.9717
H 0.8921 2.8796 -4.0216
C 0.9134 -3.9047 1.7573
H 0.5489 -5.7384 3.2759
O 2.8817 -5.1944 1.4552
C 0.1817 2.0713 -4.2052
C 1.3063 -1.1291 -2.7908
N -1.8527 0.7901 1.4743
C -5.0545 4.1594 -5.1045
C -2.2582 -1.2522 -2.0331
C 2.3399 -1.9960 0.3893
H -2.7500 4.6866 -2.6765
S 0.5302 2.2113 -1.1655
C -2.9673 2.0779 3.1651
H -1.8408 -2.2200 1.7210
O 1.3590 -6.0096 2.8323
C 1.4068 -1.5845 -4.0927
C 1.8237 -5.0533 1.9827
O -1.9829 -0.6340 -0.8005
H -1.8790 2.3526 -3.8054
C 1.1864 -2.6721 1.1155
C -0.9733 -1.3451 -2.8099
H -1.7534 3.6002 -5.6852
H -0.9448 1.2129 -5.8176
N -0.9856 2.2607 -3.3461
H -1.8969 -2.0533 -4.6146
H -3.0043 -0.6772 -2.5951
H -0.1165 4.1675 -6.0093
H -6.2474 2.3873 -5.3142
H -4.6695 0.7451 2.7858
C -5.4803 2.8880 -4.7385
H 0.6539 1.7725 -6.2446
C -1.9438 2.0606 2.0426
C -3.5099 4.1859 -3.2642
C -4.9359 2.2708 -3.6245
O -3.1121 -1.1250 1.5759
N 0.1323 -1.0089 -2.1554
C -0.9668 -1.7939 -4.1244
Mo 0.0972 0.0177 0.2910
O 1.9730 -0.8381 -0.1070
C 0.2466 -1.9179 -4.7737
C -0.8143 3.3451 -6.1793
C -0.4283 -3.8274 2.0936
H -2.6597 -2.2597 -1.8796
C -0.2345 2.0318 -5.6655
H -1.9137 2.3538 -0.2984
H -5.4913 4.6465 -5.9665
H 0.2894 -2.2754 -5.7947
H -1.0959 -4.5273 2.5703
H 2.1745 -0.8570 -2.2063
C -3.4240 2.2613 -1.6541
H 2.3776 -1.6761 -4.5590
O -1.3597 3.0259 1.6153
H -3.6572 2.9004 2.9804
H -2.7096 -0.7629 -0.1583
H -2.4663 2.2721 4.1133
O 0.8366 0.7681 1.6135
C -3.9368 2.9116 -2.8966
H -3.5424 0.1048 3.9739
H -1.0161 3.2911 -7.2490
N -0.8957 -2.6470 1.6771
C -4.0792 4.8122 -4.3630
N -2.0853 2.4705 -1.2958
O 3.4278 -2.4901 0.2635
C -0.9322 2.3045 -2.0232
H -3.7628 5.8092 -4.6395
H 0.6698 1.1417 -3.9195
*
```

Calculated values
- <S²>: 2.011
- Frontier orbital gap (alpha / beta): 5.67 / 8.35 eV
- Electronic energy: -2479.80808 hartree
- ΔE to the lowest compared entry with this formula, charge and spin: 80.7 kJ/mol
- E_HOMO (alpha / beta): -6.17 / -8.86 eV


Entry 2:
# C45H40N7O12S2Ta

C45H40N7O12S2Ta as an isolated structure (wB97M-V/def2-TZVPD, the Open Molecules 2025 dataset).

Geometry as ORCA input:
```
! wB97M-V def2-TZVPD RIJCOSX def2/J DEFGRID3
* xyz 2 1
C -0.7935 1.8759 -0.0909
C 3.4421 0.4388 -1.5898
H -0.1915 0.2874 8.4673
O 5.3726 -1.4760 3.0138
C -2.3085 -0.5741 -4.1225
O -1.3785 -1.5611 2.0734
N -0.4219 1.9475 -4.6542
H -5.1660 -4.3112 7.3611
H -1.6472 0.0125 6.4500
C -3.3252 -3.9270 6.3176
H -4.2891 2.0467 -3.2907
H -4.8421 0.9510 -4.5512
H -2.8931 4.5894 -11.0891
H 4.0001 0.7756 -3.6462
H -0.9465 -2.2403 -4.1300
H 6.3745 0.3825 1.3189
H 4.2809 4.1373 1.4002
C -2.8167 -1.2526 -1.4736
C 1.3459 1.0679 -0.9310
H 5.2414 -2.2889 3.5231
C -0.2656 2.1436 -2.4342
H -2.0447 2.8618 -1.5547
H -0.8447 1.2540 -9.1037
C -4.1626 -4.7229 7.2721
S -0.8298 -1.6240 3.3931
C 0.0524 0.0363 5.1406
C 1.6304 0.3395 7.3335
C -0.6148 1.5583 -6.9878
N 1.3790 0.1351 5.0042
C -1.1086 2.3517 -1.3715
C -3.9556 1.3166 -4.0279
N 3.2585 1.0725 2.2718
H -1.6968 4.2883 -5.2894
C 4.2876 3.0646 1.5413
O 1.2746 2.1767 3.3443
H 1.8133 1.7830 -4.2190
O 3.9572 -1.9405 1.2992
H 2.2724 0.4596 8.1935
C -1.9227 3.9793 -7.3933
H 6.2989 2.8348 0.8215
C -1.6390 -1.6422 -3.5533
C 3.2163 0.8680 -2.9078
C -3.9210 -3.2274 5.2650
C -2.7053 4.5967 -10.0207
C 2.5904 -3.1978 -0.1749
C 1.9607 2.9420 2.6834
H -0.0522 -2.0073 -0.1478
C -1.9013 -1.9718 -2.2310
O 3.1457 -1.1300 3.3454
H -2.0787 5.4537 -9.7675
O -0.6288 -4.2365 -2.5592
H 1.1629 -4.5294 -0.9965
C 2.1735 0.2819 6.0690
C 2.0099 1.4232 -3.2230
C 3.2147 2.3919 2.0772
O 1.6331 4.2014 2.5788
H -1.4645 -4.4509 7.2530
O 0.6000 -2.1205 3.4546
C 4.1904 -1.0579 2.5100
H -4.1829 0.3935 -1.4785
H -3.6195 -2.0097 3.5218
N -0.5246 -0.0847 3.8565
H 3.2377 0.3423 5.8841
H -3.3269 1.8223 -4.7596
N 2.5620 0.5395 -0.6236
N -0.7585 2.6324 -3.6709
H -1.4870 1.9822 0.7328
C -3.4592 -0.1711 -2.0543
C -0.5719 0.0839 6.3719
H -0.0685 -3.2015 5.6413
C -1.9337 -3.9037 6.4456
C -1.6792 3.1172 -8.4689
O 0.6490 0.7269 1.3489
C -0.8592 2.4119 -5.9105
H 2.9264 -2.7733 -1.1278
C 0.2468 0.2393 7.4792
H 4.4064 0.0118 -1.3255
O -2.0351 3.3737 -9.7354
C -3.1577 -2.5274 4.3522
C -1.1464 -3.2055 5.5522
H 3.2805 -4.0057 0.0721
Ta 1.4407 -0.1453 2.7835
H -4.9972 -3.2467 5.1546
H 0.8043 -4.0805 0.6661
C 5.4340 2.3274 1.2273
H -3.6541 4.6569 -9.4846
H -3.0256 -1.5514 -0.4567
C 4.3469 0.3732 2.0124
C -3.2215 0.1765 -3.3826
H -2.1280 -0.3228 -5.1603
C -1.5130 3.6241 -6.1224
H -2.4258 4.9226 -7.5441
H -0.1081 0.6185 -6.8042
H -3.7095 -4.7642 8.2611
S -1.1090 -3.3678 -1.5266
O 1.7671 -1.5028 1.2645
H 2.2149 4.7035 1.9918
C -1.0218 1.9011 -8.2558
C 1.0089 1.5322 -2.2283
N 0.2586 -2.6714 -0.8495
H -4.2574 -5.7489 6.9100
C 5.4838 0.9699 1.4911
C -1.7741 -2.5238 4.5113
C 2.7538 -2.1432 0.8575
O -1.9324 -3.8915 -0.4741
C 0.3874 1.2175 0.1065
C 1.1557 -3.6944 -0.2966
*
```

Calculated values
- Frontier orbital gap: 5.01 eV
- Electronic energy: -3878.06723 hartree
- ΔE to the lowest compared entry with this formula, charge and spin: 0.0 kJ/mol
- E_HOMO: -11.64 eV


Entry 3:
# C4H8O

One molecule with the formula C4H8O (wB97M-V/def2-TZVPD, the Open Molecules 2025 dataset).

Geometry as ORCA input:
```
! wB97M-V def2-TZVPD RIJCOSX def2/J DEFGRID3
* xyz 0 1
H 1.5610 -1.0651 0.8500
H -0.2058 2.0541 0.0040
H -0.1260 -0.9371 -0.5247
H -2.1137 0.9890 0.2759
C -0.6894 -0.0499 -0.2868
C -2.0550 -0.0954 0.0800
C 0.1706 0.9677 0.0169
C 2.1095 -0.5151 0.0614
H -2.7656 -0.2207 -0.7166
H -2.2198 -0.7170 1.0493
O 1.4594 0.8554 -0.0277
H 3.1876 -0.2426 0.0139
H 1.6872 -1.0233 -0.7955
*
```

Calculated values
- Frontier orbital gap: 9.10 eV
- Electronic energy: -232.34995 hartree
- ΔE to the lowest compared entry with this formula, charge and spin: 251.2 kJ/mol
- E_HOMO: -8.10 eV
- SMILES string: C/C=C/OC


Entry 4:
# C21H42Cl2F9N3O6P2

A 3-piece molecular cluster, C21H42Cl2F9N3O6P2 overall (wB97M-V/def2-TZVPD, the Open Molecules 2025 dataset).

Geometry as ORCA input:
```
! wB97M-V def2-TZVPD RIJCOSX def2/J DEFGRID3
* xyz 0 1
F 4.1994 1.3037 3.6868
H -3.8049 -4.2444 -2.2383
C 1.6213 -2.0878 3.5424
O 3.8145 -1.4171 0.9505
O -4.0811 5.8505 -3.1752
Cl 6.3679 -3.5693 1.2944
H 4.8480 -2.5301 6.5617
C -2.7748 -3.9530 -2.4572
H -5.2933 5.8720 -6.3244
C -3.9688 3.6726 -4.2101
C -3.5166 4.5498 -3.0642
H 7.0914 -0.6007 5.6637
H -2.4294 4.6597 -3.1140
H -3.1785 -3.7308 -4.5306
N -2.2335 -3.3488 -1.2439
C 4.3741 -0.3949 1.2027
H 6.4806 -2.6774 5.8998
O -0.9290 -0.9111 -0.1850
H -1.7945 -2.7796 -4.0263
H 5.8773 0.8355 2.0350
O -6.9045 4.5638 -6.5308
H -5.8853 5.5475 -2.1744
H -3.7454 4.2044 -5.1452
H 6.4221 -0.6103 1.3406
H -2.7716 -1.2311 0.7388
H -6.4030 2.7916 -7.3340
F 2.5580 -2.5732 2.7277
P 7.3835 -2.3443 2.6623
C 1.8682 -0.5879 3.8835
C -0.8105 -3.0398 -1.3100
Cl 3.7334 1.1472 0.5281
F 0.4422 -2.1562 2.8986
C 7.1278 -0.3223 4.6225
H -6.4780 5.9028 -4.9913
F 1.5564 -2.8489 4.6372
H -6.9653 2.3828 -5.0055
C 2.9656 -0.2284 4.9367
H -4.5173 6.0726 -1.1569
H -5.0230 3.7878 -6.9130
H -1.4366 -0.7627 1.8251
C 4.9410 -2.5713 4.3782
H -5.3842 1.7558 -5.4404
H 8.0570 -0.7137 4.2258
H -2.1473 0.4295 0.7248
H -3.3906 2.7439 -4.2009
C -6.0127 3.4664 -6.5675
F 2.0345 0.0746 2.7337
C -2.7974 -3.1015 -3.7217
C -0.3793 -2.2225 -0.1127
H -6.8948 6.5948 -6.5583
P 5.7094 -1.0315 3.6784
H 5.2214 -3.4008 3.7451
H 7.1844 0.7471 4.4770
H -5.2828 7.2132 -2.2763
H -0.5542 -2.4661 -2.2115
F 0.6848 -0.1906 4.4160
C 4.4043 0.2037 4.4598
C -4.9879 6.1745 -2.1394
C 5.4470 -2.9635 5.7707
N 5.4027 -4.4370 5.9098
F 2.4854 0.9308 5.4974
H -3.7639 4.0905 -2.1033
H 3.8602 -2.6267 4.4198
O -3.6727 -1.9926 -3.6507
H -3.2686 -0.7482 -2.0348
H -5.9021 4.2019 -3.9327
H -2.0443 -0.7225 -3.3364
H -0.2439 -3.9751 -1.3302
C -3.1111 -0.8078 -3.1151
H 4.8863 -4.6710 6.7437
C -5.9459 2.6784 -5.2641
C 5.6383 -0.2177 1.9853
H -3.6314 0.0380 -3.5669
H 7.4838 -4.2668 3.6938
O 7.8876 -3.4070 3.8360
F 4.9616 0.6708 5.6213
N -5.3848 3.3480 -4.0940
H -0.6577 -2.7213 0.8160
H -2.2222 -4.8746 -2.6646
C -1.8687 -0.6175 0.8316
H -2.7425 -2.4957 -1.0546
C -6.3527 5.7840 -6.0713
H 4.8768 -4.8524 5.1521
H 0.7104 -2.1221 -0.1278
F 2.9802 -1.1225 5.9507
*
```

Calculated values
- Frontier orbital gap: 8.20 eV
- Electronic energy: -3942.81891 hartree
- E_HOMO: -7.89 eV
- SMILES string: CP(CCN)(CC(=O)Cl)(P(O)Cl)C(F)(F)C(F)(F)C(F)(F)C(F)(F)F.COCCNCCOC.COCCNCCOC


Entry 5:
# C5H8

One molecule with the formula C5H8 (wB97M-V/def2-TZVPD, the Open Molecules 2025 dataset).

Geometry as ORCA input:
```
! wB97M-V def2-TZVPD RIJCOSX def2/J DEFGRID3
* xyz 0 1
H 1.3563 1.2507 0.6403
H 1.8502 -1.7968 0.0364
C 1.9754 -0.7780 0.4366
H 2.8877 -0.4424 0.9353
H -1.6346 -0.4920 -1.8144
C 1.0702 0.2066 0.3031
H 0.1287 -0.9514 -2.0290
H -1.4148 0.4008 1.6995
C -0.3028 0.0763 -0.1911
H -2.3725 0.4535 0.1688
C -1.4176 0.7471 0.6182
H -1.4768 1.8702 0.5158
C -0.6494 -0.5447 -1.3195
*
```

Calculated values
- Frontier orbital gap: 10.14 eV
- Electronic energy: -195.25120 hartree
- ΔE to the lowest compared entry with this formula, charge and spin: 107.2 kJ/mol
- E_HOMO: -9.01 eV
- SMILES string: C=CC(=C)C


Entry 6:
# C3H5NO

C3H5NO as an isolated structure (wB97M-V/def2-TZVPD, the Open Molecules 2025 dataset).

Geometry as ORCA input:
```
! wB97M-V def2-TZVPD RIJCOSX def2/J DEFGRID3
* xyz 0 1
C -0.0588 1.1214 0.2878
H -1.4356 -0.7276 0.8630
H -1.6518 -1.1978 -0.8365
H 0.7331 -1.7385 -0.8448
H -0.1845 1.9969 -0.3627
N 0.3548 -0.9398 -0.3633
H 0.1589 1.5314 1.3069
C 1.0596 0.1849 -0.0476
C -0.9972 -0.6270 -0.1179
O 2.2542 0.3320 0.0468
*
```

Calculated values
- Frontier orbital gap: 9.78 eV
- Electronic energy: -247.21385 hartree
- ΔE to the lowest compared entry with this formula, charge and spin: 245.2 kJ/mol
- E_HOMO: -9.18 eV


Entry 7:
# C5H5Br2N4O

C5H5Br2N4O as an isolated structure (wB97M-V/def2-TZVPD, the Open Molecules 2025 dataset).

Geometry as ORCA input:
```
! wB97M-V def2-TZVPD RIJCOSX def2/J DEFGRID3
* xyz -1 1
N 0.7687 1.2815 1.3285
Br 0.7410 -0.1046 -3.3003
C -0.4402 1.3883 -0.8160
C 0.0956 1.5266 -2.3562
H -1.3608 0.9346 -0.9613
N 0.9931 2.6156 1.4255
N 2.2054 1.7219 2.9505
H 0.4499 -1.1403 1.1892
C -0.4819 -0.7524 0.7388
O 1.7843 -0.5280 2.6003
H -0.5817 -1.1852 -0.2869
Br 1.6430 2.7375 -2.3028
C -0.0212 0.6855 0.4038
C 1.7035 0.6448 2.3636
N 1.6893 2.8547 2.4601
H -0.7488 2.3733 -0.6691
H -1.3168 -0.7568 1.4233
*
```

Calculated values
- Frontier orbital gap (alpha / beta): 5.54 / 5.54 eV
- Electronic energy: -5635.71899 hartree
- ΔE to the lowest compared entry with this formula, charge and spin: 0.0 kJ/mol
- E_HOMO (alpha / beta): -3.67 / -3.67 eV


Entry 8:
# C5H7F3

A 2-piece molecular cluster, C5H7F3 overall (wB97M-V/def2-TZVPD, the Open Molecules 2025 dataset).

Geometry as ORCA input:
```
! wB97M-V def2-TZVPD RIJCOSX def2/J DEFGRID3
* xyz 0 1
H -2.9200 0.0359 0.5080
H -2.2303 0.8865 -0.9089
C 0.2536 0.9571 0.3914
C -0.4997 -1.1498 -0.5519
C -2.1761 0.7600 0.1457
H -2.2455 1.7634 0.6579
H 0.5943 -1.3260 -0.5871
C 2.4761 -0.0300 0.2750
F 3.1398 1.0113 -0.2252
H 0.6026 1.7387 1.0362
F 2.9771 -0.4985 1.3907
C -0.7230 0.1673 0.1047
H -0.7662 -1.2780 -1.5944
F 2.6031 -1.0202 -0.6675
H -1.0858 -2.0175 0.0253
*
```

Calculated values
- Frontier orbital gap (alpha / beta): 9.29 / 9.29 eV
- Electronic energy: -494.15803 hartree
- ΔE to the lowest compared entry with this formula, charge and spin: 338.6 kJ/mol
- E_HOMO (alpha / beta): -9.07 / -9.07 eV


Entry 9:
# C2H5NS2

One molecule with the formula C2H5NS2 (wB97M-V/def2-TZVPD, the Open Molecules 2025 dataset).

Geometry as ORCA input:
```
! wB97M-V def2-TZVPD RIJCOSX def2/J DEFGRID3
* xyz 0 1
H 2.3709 -0.6879 -0.8340
S -1.7373 -0.7098 1.6494
H -1.2207 0.2973 -0.6627
C -0.7738 0.1890 0.4006
S 0.3083 1.5237 0.9345
C 1.2973 -0.3251 -0.8911
H -2.7301 0.1321 1.8938
H 0.5099 -0.9734 -1.4594
N 0.6192 -0.0953 0.3271
H 1.3562 0.6494 -1.3582
*
```

Calculated values
- Frontier orbital gap: 9.16 eV
- Electronic energy: -930.24707 hartree
- ΔE to the lowest compared entry with this formula, charge and spin: 242.6 kJ/mol
- E_HOMO: -8.63 eV
- SMILES string: CN1S[C@@H]1S


Entry 10:
# C19H27AuBrFNSb

C19H27AuBrFNSb as an isolated structure (wB97M-V/def2-TZVPD, the Open Molecules 2025 dataset).

Geometry as ORCA input:
```
! wB97M-V def2-TZVPD RIJCOSX def2/J DEFGRID3
* xyz 2 1
C -2.6603 1.5633 -1.8591
H 0.5560 1.7151 -2.9106
H 3.2229 -3.7735 -2.3662
C 1.7848 2.5717 3.4611
H 4.4942 0.2429 -4.4219
C -1.3298 2.0701 -1.9454
H 3.3058 4.0917 3.4003
H 5.2324 -0.1331 -2.8756
H -2.8469 0.5271 -2.1162
C -0.2490 1.2336 -2.3554
H 1.5870 1.6929 5.4098
H 2.5646 3.8733 4.9854
H 4.0380 -2.3060 1.6255
C 1.5466 2.3347 2.1193
C -2.1281 4.2569 -1.2255
C 0.9459 0.3501 3.8752
C 0.7668 0.2057 2.5156
H 4.9012 -2.1267 -1.3518
C -3.6930 2.3750 -1.4891
C 4.5276 -1.7093 -0.4146
H 2.1838 -0.0083 -3.4395
C 3.0639 0.1425 -2.8114
H 1.6850 4.7070 3.7065
H 0.6891 -0.4565 4.5466
H 3.7704 -3.5789 0.4250
C 4.3554 -0.3174 -3.4962
H 3.1115 1.1933 -2.5294
H -0.5217 0.2628 -2.7633
H 1.3177 -3.2068 -0.7487
C -3.4062 3.7081 -1.1677
H 1.7643 3.0958 1.3784
C 4.4146 -2.7427 0.7005
C 2.2590 -3.4045 -2.7198
H -4.7171 2.0291 -1.4486
Sb 2.6419 -0.9348 -1.0223
H 1.6699 -4.2785 -3.0029
H -0.0924 3.8383 -1.7031
H 5.1459 -0.8569 -0.1414
N 1.0418 1.1779 1.6427
H -1.9862 5.3005 -0.9800
F -4.3965 4.4783 -0.7963
C 1.4517 1.5510 4.3440
H 5.4032 -3.1528 0.9120
Au 0.4595 1.0671 -0.4308
H 2.4188 -2.8193 -3.6256
C -1.0984 3.4423 -1.6184
Br 0.1145 -1.4279 1.8378
C 1.5057 -2.6138 -1.6439
C 2.3682 3.8826 3.9159
H 0.5551 -2.2196 -2.0035
H 4.3332 -1.3746 -3.7623
*
```

Calculated values
- Frontier orbital gap (alpha / beta): 5.84 / 5.70 eV
- Electronic energy: -3844.14257 hartree
- ΔE to the lowest compared entry with this formula, charge and spin: 81.0 kJ/mol
- E_HOMO (alpha / beta): -14.47 / -14.34 eV


Entry 11:
# C4H4O

A 2-piece molecular cluster, C4H4O overall (wB97M-V/def2-TZVPD, the Open Molecules 2025 dataset).

Geometry as ORCA input:
```
! wB97M-V def2-TZVPD RIJCOSX def2/J DEFGRID3
* xyz 0 1
C 1.4325 -0.2085 2.2639
H -1.8425 0.8498 -2.4555
C 0.4127 -0.3660 1.5374
H 2.5168 -0.2269 2.3418
H 0.7790 0.4238 2.8077
H -2.2730 -0.1357 -1.0863
C -1.5497 0.1950 -1.6599
O 0.8087 -0.4312 -1.9910
C -0.2846 -0.1002 -1.7582
*
```

Calculated values
- Frontier orbital gap: 9.60 eV
- Electronic energy: -229.85279 hartree
- ΔE to the lowest compared entry with this formula, charge and spin: 459.9 kJ/mol
- E_HOMO: -9.08 eV


Entry 12:
# C4H12

A 2-piece molecular cluster, C4H12 overall (wB97M-V/def2-TZVPD, the Open Molecules 2025 dataset).

Geometry as ORCA input:
```
! wB97M-V def2-TZVPD RIJCOSX def2/J DEFGRID3
* xyz 0 1
H -2.1225 -1.3633 -1.6219
C 1.0081 -0.3816 1.4655
C 2.0094 0.3540 2.3647
H -0.9782 1.4748 -2.1585
C -0.9012 0.4435 -1.8222
H 0.7719 -1.3367 1.9465
H 0.1020 0.1857 1.2942
H 2.9052 -0.2584 2.4859
H 1.5385 -0.6917 0.5650
H 1.5859 0.5283 3.3513
H 0.0203 -0.0619 -2.0973
H -3.0718 0.1292 -1.7728
H 2.3489 1.3091 1.9791
H -2.2540 -0.5020 -3.1631
H -0.7967 0.5483 -0.7416
C -2.1659 -0.3774 -2.0749
*
```

Calculated values
- Frontier orbital gap: 12.61 eV
- Electronic energy: -159.57774 hartree
- ΔE to the lowest compared entry with this formula, charge and spin: 19.0 kJ/mol
- E_HOMO: -11.46 eV
- SMILES string: CC.CC